ORCA calculation (wB97M-V/def2-TZVPD) on a structure of composition C34H26MoN4P.

Geometry as XYZ:
```
66
Properties=species:S:1:pos:R:3
Mo -0.215 0.763 -1.215
N 0.328 5.772 7.478
C 0.263 5.205 6.482
C 0.179 4.495 5.237
C 0.871 4.967 4.121
C 0.809 4.268 2.932
C 0.021 3.112 2.836
C -0.689 2.659 3.956
C -0.594 3.336 5.155
C -0.056 2.382 1.567
C -1.346 2.155 1.031
C -2.551 2.649 1.503
C -3.594 2.219 0.647
C -3.022 1.490 -0.348
N -1.642 1.426 -0.174
C 1.168 1.955 0.998
C 2.432 2.047 1.556
C 3.377 1.497 0.656
C 2.682 1.021 -0.413
N 1.325 1.275 -0.258
H 1.449 5.878 4.193
H 1.328 4.647 2.060
H -1.275 1.750 3.899
H -1.114 2.976 6.032
H -2.667 3.274 2.374
H -4.642 2.450 0.749
H -3.488 1.020 -1.201
H 2.649 2.447 2.535
H 4.444 1.446 0.800
H 3.038 0.507 -1.294
N 0.121 0.763 -3.327
C 1.094 -0.338 -3.507
C 2.035 -0.210 -4.517
C 2.916 -1.250 -4.769
C 2.855 -2.417 -4.014
C 1.937 -2.531 -2.986
C 1.043 -1.492 -2.701
P -0.163 -1.636 -1.357
C -1.713 -2.333 -1.897
C -1.994 -3.690 -1.735
C -3.176 -4.204 -2.246
C -4.070 -3.377 -2.914
C -3.792 -2.025 -3.083
C -2.613 -1.508 -2.575
C 0.507 -2.480 0.063
C 1.885 -2.592 0.270
C 2.358 -3.176 1.433
C 1.467 -3.635 2.396
C 0.096 -3.504 2.203
C -0.389 -2.925 1.042
H 0.512 1.610 -3.744
H -0.733 0.580 -3.863
H 2.063 0.684 -5.130
H 3.637 -1.157 -5.570
H 3.523 -3.239 -4.233
H 1.900 -3.442 -2.402
H -1.301 -4.343 -1.219
H -3.398 -5.256 -2.126
H -4.988 -3.788 -3.312
H -4.489 -1.387 -3.610
H -2.402 -0.448 -2.728
H 2.594 -2.243 -0.470
H 3.424 -3.286 1.585
H 1.841 -4.101 3.298
H -0.595 -3.867 2.951
H -1.459 -2.841 0.897
```

As for the total energy: -52756.6636 eV. Its multiplicity is 1. The calculation puts the HOMO energy (spin up / spin down) at -16.763 / -16.763 eV. For the LUMO energy (spin up / spin down), the calculation gives -11.187 / -11.186 eV. Its net charge is +3. The orbital gap (spin up / spin down) is 5.58 / 5.58 eV.

Atom charges from the Mulliken analysis, given in e for atoms 1 to 2: 0.59, -0.35

ORCA calculation (wB97M-V/def2-TZVPD) on a structure of composition C55H74As3IrNO7P2Si at a distorted geometry.

Geometry as XYZ:
```
144
Properties=species:S:1:pos:R:3
Ir 0.784 -0.144 -0.140
O -1.175 -0.372 1.100
C -2.329 -0.137 0.735
C -2.799 0.482 -0.452
C -4.176 0.745 -0.521
C -4.731 1.387 -1.597
C -3.926 1.745 -2.696
C -2.595 1.470 -2.676
C -1.936 0.866 -1.549
O -0.683 0.750 -1.578
N -6.145 1.673 -1.595
O -6.599 2.239 -2.562
O -6.777 1.331 -0.619
H -3.140 -0.435 1.426
H -4.818 0.466 0.301
H -4.385 2.220 -3.549
H -1.977 1.709 -3.525
C 3.029 -3.269 1.149
As 1.189 -2.579 1.046
C 0.411 -4.383 0.760
C 0.644 -2.499 2.951
C 1.047 -1.348 3.879
C 0.057 -0.189 3.842
C 2.445 -0.820 3.523
As 2.556 0.365 1.900
C 4.455 0.118 1.461
C 2.802 2.078 2.832
C 1.129 -1.900 5.315
As -0.448 -2.707 6.300
C -1.851 -3.288 5.027
C -1.407 -1.130 6.992
H 3.057 -4.109 1.844
H 3.765 -2.529 1.445
H 3.296 -3.632 0.157
H 0.247 -4.854 1.730
H 1.124 -4.987 0.198
H -0.530 -4.367 0.218
H 1.021 -3.437 3.377
H -0.444 -2.565 2.908
H 0.069 0.289 2.860
H 0.327 0.548 4.600
H -0.954 -0.536 4.040
H 3.127 -1.665 3.397
H 2.824 -0.205 4.347
H 5.004 -0.241 2.335
H 4.858 1.085 1.162
H 4.572 -0.579 0.636
H 3.640 1.983 3.525
H 1.910 2.377 3.375
H 3.034 2.849 2.101
H 1.465 -1.111 5.995
H 1.899 -2.678 5.343
H -1.523 -4.116 4.403
H -2.204 -2.465 4.407
H -2.683 -3.636 5.640
H -0.732 -0.461 7.520
H -2.158 -1.478 7.700
H -1.914 -0.587 6.196
O -0.593 -2.046 -1.212
P -1.427 -2.946 -2.066
C -2.196 -2.093 -3.473
C -3.489 -1.598 -3.363
C -4.067 -0.937 -4.432
C -3.347 -0.748 -5.600
C -2.049 -1.227 -5.707
C -1.475 -1.904 -4.645
C -2.811 -3.674 -1.128
C -3.823 -4.401 -1.745
C -4.856 -4.927 -0.989
C -4.891 -4.723 0.382
C -3.901 -3.976 0.998
C -2.866 -3.455 0.242
C -0.389 -4.270 -2.761
C -0.896 -5.266 -3.585
C -0.047 -6.237 -4.087
C 1.306 -6.210 -3.782
C 1.815 -5.205 -2.975
C 0.967 -4.240 -2.461
H -4.041 -1.747 -2.445
H -5.083 -0.579 -4.361
H -3.802 -0.238 -6.433
H -1.494 -1.086 -6.624
H -0.476 -2.312 -4.725
H -3.822 -4.541 -2.814
H -5.642 -5.485 -1.472
H -5.697 -5.140 0.966
H -3.948 -3.796 2.062
H -2.089 -2.860 0.703
H -1.946 -5.292 -3.831
H -0.437 -7.015 -4.724
H 1.962 -6.973 -4.174
H 2.874 -5.180 -2.756
H 1.335 -3.448 -1.818
C -0.584 4.148 -2.013
C -0.830 4.566 -0.591
C -0.920 6.056 -0.423
C -1.955 3.839 0.095
Si 0.886 3.827 0.400
O 0.951 2.289 0.231
C 2.285 4.775 -0.465
C 2.418 6.157 -0.518
C 3.476 6.742 -1.192
C 4.420 5.950 -1.822
C 4.309 4.572 -1.765
C 3.251 3.993 -1.089
C 0.488 4.454 2.157
C 0.981 5.647 2.674
C 0.665 6.039 3.965
C -0.143 5.242 4.757
C -0.622 4.040 4.261
C -0.307 3.652 2.972
H -1.461 4.399 -2.613
H -0.411 3.079 -2.086
H 0.274 4.668 -2.435
H -1.920 6.380 -0.717
H -0.214 6.576 -1.063
H -0.787 6.370 0.611
H -2.871 3.964 -0.486
H -2.136 4.241 1.089
H -1.764 2.774 0.171
H 1.699 6.798 -0.033
H 3.558 7.819 -1.226
H 5.236 6.407 -2.359
H 5.049 3.954 -2.253
H 3.152 2.920 -1.020
H 1.627 6.277 2.083
H 1.049 6.971 4.350
H -0.403 5.557 5.755
H -1.248 3.411 4.877
H -0.673 2.711 2.583
C 2.743 -1.561 -3.837
P 3.572 -0.693 -2.466
C 3.749 1.050 -2.952
C 5.270 -1.347 -2.308
O 2.835 -0.850 -1.161
H 3.217 -1.324 -4.785
H 1.699 -1.247 -3.858
H 2.784 -2.635 -3.672
H 4.098 1.141 -3.975
H 4.473 1.519 -2.289
H 2.789 1.551 -2.848
H 5.780 -1.313 -3.265
H 5.243 -2.374 -1.952
H 5.819 -0.738 -1.594
```

As for the total energy: -285852.8541 eV. Its multiplicity is 6. The calculation puts the HOMO energy (spin up / spin down) at -11.981 / -11.982 eV. The expectation value of S² is 8.7649. For the LUMO energy (spin up / spin down), the calculation gives -4.618 / -7.418 eV. Its net charge is +2. The orbital gap (spin up / spin down) is 7.36 / 4.56 eV.

Atom charges from the Mulliken analysis, given in e for atoms 1 to 2: 2.69, 0.14

ORCA calculation (wB97M-V/def2-TZVPD) on the molecule H2O3S2 at a distorted geometry.

Geometry as XYZ:
```
7
Properties=species:S:1:pos:R:3
O 0.934 -0.349 1.178
O 1.783 0.839 -0.955
O -1.225 0.599 0.329
S -1.913 -0.644 -0.504
S 0.623 0.792 0.356
H 2.256 0.029 -1.088
H -2.458 -1.267 0.684
```

As for the total energy: -27842.4902 eV. Its multiplicity is 1. The calculation puts the HOMO energy (spin up / spin down) at -9.094 / -9.094 eV. For the LUMO energy (spin up / spin down), the calculation gives -0.837 / -0.837 eV. The orbital gap (spin up / spin down) is 8.26 / 8.26 eV.

Atom charges from the Mulliken analysis, given in e for atoms 1 to 2: -0.40, -0.50

ORCA calculation (wB97M-V/def2-TZVPD) on the molecule C5H7NO at a distorted geometry.

Geometry as XYZ:
```
14
Properties=species:S:1:pos:R:3
O 0.755 1.777 1.073
C 0.699 1.050 0.099
C 1.509 -0.162 -0.058
C 0.546 -1.311 -0.027
C -0.775 -1.152 -0.153
C -1.397 0.177 -0.229
N -0.495 1.252 -0.499
H 2.244 -0.246 0.750
H 2.049 -0.063 -0.995
H 0.949 -2.275 0.253
H -1.459 -1.993 -0.097
H -1.474 0.527 1.048
H -2.255 0.259 -0.909
H -0.895 2.162 -0.257
```

Its SMILES is O=C1CC=CCN1. As for the total energy: -8833.8698 eV. Its multiplicity is 1. The calculation puts the HOMO energy at -8.658 eV. For the LUMO energy, the calculation gives 0.868 eV. The orbital gap is 9.53 eV.

Atom charges from the Mulliken analysis, given in e for atoms 1 to 2: -0.62, 0.50

ORCA calculation (wB97M-V/def2-TZVPD) on the ion C4H5N4S with charge +1 at a distorted geometry.

Geometry as XYZ:
```
14
Properties=species:S:1:pos:R:3
C -0.536 0.111 0.226
C -0.096 0.208 1.620
C -0.831 -0.056 -2.059
C 1.833 -0.478 -0.995
N -1.278 0.157 -0.747
N 1.192 -0.026 1.395
N 1.054 -0.189 0.027
N -0.756 0.447 2.730
S 0.972 -0.550 -2.480
H -1.440 -0.846 -2.505
H -0.999 0.865 -2.624
H 2.889 -0.679 -0.920
H -1.761 0.539 2.736
H -0.241 0.498 3.597
```

As for the total energy: -21014.8017 eV. Its multiplicity is 1. The calculation puts the HOMO energy at -13.204 eV. For the LUMO energy, the calculation gives -4.572 eV. Its net charge is +1. The orbital gap is 8.63 eV.

Atom charges from the Mulliken analysis, given in e for atoms 1 to 2: 0.43, 0.55

ORCA calculation (wB97M-V/def2-TZVPD) on the molecule C5H5NO.

Geometry as XYZ:
```
12
Properties=species:S:1:pos:R:3
C -2.066 -1.562 -1.431
C -1.372 -1.146 -0.539
C -0.593 -0.494 0.506
O -1.107 -0.168 1.558
C 0.829 -0.154 0.187
C 1.083 1.297 -0.052
N 1.541 0.647 1.162
H -2.709 -1.912 -2.210
H 1.403 -0.904 -0.354
H 0.225 1.967 -0.011
H 1.864 1.585 -0.752
H 0.903 0.846 1.934
```

Its SMILES is C#CC(=O)[C@H]1CN1. As for the total energy: -8800.2953 eV. Its multiplicity is 1. The calculation puts the HOMO energy at -10.056 eV. For the LUMO energy, the calculation gives 0.065 eV. The orbital gap is 10.12 eV.

Atom charges from the Mulliken analysis, given in e for atoms 1 to 2: 0.19, -0.39

ORCA calculation (wB97M-V/def2-TZVPD) on the molecule C6H10OS at a distorted geometry.

Geometry as XYZ:
```
18
Properties=species:S:1:pos:R:3
C 0.218 -1.877 1.488
C 0.332 -0.599 0.634
C 0.644 -0.721 -0.868
C 0.197 0.642 -1.535
C -0.906 1.219 -0.595
O -0.994 2.659 -0.524
C -0.607 0.609 0.795
S 1.160 0.774 1.437
H 1.161 -2.412 1.401
H -0.575 -2.561 1.092
H -0.035 -1.733 2.513
H 0.295 -1.542 -1.366
H 1.739 -0.820 -0.925
H -0.174 0.542 -2.528
H 0.997 1.336 -1.543
H -1.964 0.941 -0.854
H -0.134 2.968 -0.250
H -1.354 0.575 1.630
```

Its SMILES is C[C@@]12CC[C@H](O)[C@@H]1S2. As for the total energy: -19266.1860 eV. Its multiplicity is 1. The calculation puts the HOMO energy at -8.875 eV. For the LUMO energy, the calculation gives 0.816 eV. The orbital gap is 9.69 eV.

Atom charges from the Mulliken analysis, given in e for atoms 1 to 2: -1.38, 1.06

ORCA calculation (wB97M-V/def2-TZVPD) on the molecule C4H12NS at a distorted geometry.

Geometry as XYZ:
```
18
Properties=species:S:1:pos:R:3
C -1.798 0.973 -0.876
C -1.263 -0.481 -0.720
C 0.198 -0.693 -0.878
S 1.272 0.116 0.349
C 2.161 -1.462 1.011
N -1.688 1.473 0.510
H -2.876 0.850 -1.067
H -1.157 1.686 -1.465
H -1.544 -0.707 0.292
H -1.763 -0.992 -1.552
H 0.584 -1.757 -0.842
H 0.455 -0.429 -1.881
H 1.762 -2.362 0.632
H 3.223 -1.497 0.837
H 2.032 -1.572 2.114
H -0.682 1.493 0.635
H -2.093 0.752 1.249
H -2.253 2.343 0.670
```

As for the total energy: -16663.5470 eV. Its multiplicity is 2. The calculation puts the HOMO energy (spin up / spin down) at -3.411 / -9.172 eV. The expectation value of S² is 0.7509. For the LUMO energy (spin up / spin down), the calculation gives 0.777 / 0.738 eV. The orbital gap (spin up / spin down) is 4.19 / 9.91 eV.

Atom charges from the Mulliken analysis, given in e for atoms 1 to 2: -1.00, -0.91

So what do the calculations give for energy above the lowest of the compared OMol25 structures with the same formula, charge and spin? Going down the list: 0.00; 0.00; 35.43; 53.80; 44.86; 72.03; 19.46; 59.36 kcal/mol.